10 unconnected molecules or ions with the total composition C48H86N14O6 in a non-equilibrium geometry, computed with ωB97M-V/def2-TZVPD.

Summary:
LUMO energy: -8.6 eV
orbital gap: 3.96 eV
E: -3097.12166 a.u.
total charge: +4

Bonds (Å) are listed after each position.
Positions of all 154 atoms, in Å:
1 O 1.887 -10.285 -4.099  C56 1.252
2 O 3.640 -7.155 0.352  C62 1.261
3 O 5.615 -6.570 1.295  C62 1.291
4 O 7.908 -8.601 -5.794  C49 1.260
5 O 6.857 -7.202 -7.145  C49 1.277
6 O 0.419 -8.766 -4.045  C56 1.251
7 N 1.086 -4.241 -2.958  C24 1.459, C25 1.372, C36 1.342
8 N 1.143 -16.492 -1.311  C27 1.471, C47 1.373, C65 1.405
9 N -4.030 -9.274 -3.849  C31 1.372, C57 1.364, C59 1.430
10 N 0.525 -14.894 -2.811  C58 1.362, C65 1.368, C66 1.492
11 N 0.790 -11.331 1.636  C33 1.473, C37 1.424, C38 1.370
12 N 2.047 -8.427 -9.962  C21 1.362, C34 1.438, C40 1.442
13 N 0.458 -9.345 0.620  C38 1.411, C55 1.513, C64 1.378
14 N -0.028 -3.090 -4.441  C23 1.454, C25 1.372, C52 1.402
15 N 7.744 -8.860 -1.629  C28 1.382, C45 1.430, C48 1.451
16 N 5.895 -10.122 -2.119  C45 1.356, C50 1.417, C54 1.459
17 N -4.948 -11.243 -4.136  C31 1.391, C44 1.361, C51 1.511
18 N -2.789 -8.451 -8.393  C43 1.343, C53 1.520, C63 1.383
19 N -1.519 -10.071 -7.476  C29 1.408, C35 1.470, C63 1.385
20 N 3.265 -8.994 -8.135  C21 1.409, C22 1.433, C67 1.418
21 C 2.669 -9.458 -9.325  N12 1.362, N20 1.409, H70 1.080
22 C 4.045 -9.713 -7.172  N20 1.433, H99 1.090, H108 1.090, H128 1.090
23 C -0.663 -1.996 -5.159  N14 1.454, H71 1.090, H94 1.090, H106 1.090
24 C 1.885 -4.623 -1.798  N7 1.459, C30 1.572, H83 1.090, H140 1.090
25 C 0.830 -2.960 -3.377  N7 1.372, N14 1.372, H100 1.080
26 C 2.642 -7.987 -3.514  C56 1.544, H91 1.090, H135 1.090, H144 1.090
27 C 1.875 -17.324 -0.343  N8 1.471, C46 1.529, H69 1.090, H73 1.090
28 C 6.913 -8.930 -0.527  N15 1.382, C50 1.355, H97 1.080
29 C -0.975 -8.825 -7.110  N19 1.408, C43 1.401, H75 1.080
30 C 0.994 -4.759 -0.511  C24 1.572, H72 1.090, H96 1.090, H102 1.090
31 C -5.201 -9.962 -3.657  N9 1.372, N17 1.391, H95 1.080
32 C 0.232 -7.629 -11.412  C40 1.524, H87 1.090, H105 1.090, H133 1.090
33 C 1.074 -12.745 1.938  N11 1.473, C41 1.488, H129 1.090, H152 1.090
34 C 2.220 -7.296 -9.091  N12 1.438, C67 1.332, H125 1.080
35 C -0.955 -11.353 -7.029  N19 1.470, H116 1.090, H120 1.090, H134 1.090
36 C 0.362 -5.119 -3.670  N7 1.342, C52 1.375, H142 1.080
37 C 0.485 -10.352 2.624  N11 1.424, C64 1.401, H126 1.080
38 C 0.646 -10.728 0.415  N11 1.370, N13 1.411, H131 1.080
39 C 6.334 -7.003 -4.852  C49 1.505, H88 1.090, H107 1.090, H153 1.090
40 C 1.556 -8.377 -11.317  N12 1.442, C32 1.524, H80 1.090, H151 1.090
41 C 0.124 -13.264 2.958  C33 1.488, H81 1.090, H123 1.090, H124 1.090
42 C -2.833 -7.885 -2.111  C59 1.566, H111 1.090, H114 1.090, H132 1.090
43 C -1.736 -7.869 -7.796  N18 1.343, C29 1.401, H130 1.080
44 C -3.624 -11.274 -4.451  N17 1.361, C57 1.335, H119 1.080
45 C 7.041 -9.605 -2.627  N15 1.430, N16 1.356, H147 1.080
46 C 1.738 -16.889 1.117  C27 1.529, H79 1.090, H90 1.090, H143 1.090
47 C -0.208 -16.566 -1.542  N8 1.373, C58 1.421, H93 1.080
48 C 8.931 -8.044 -1.801  N15 1.451, C61 1.509, H122 1.090, H148 1.090
49 C 7.080 -7.669 -5.977  O4 1.260, O5 1.277, C39 1.505
50 C 5.891 -9.794 -0.741  N16 1.417, C28 1.355, H138 1.080
51 C -5.942 -12.359 -4.361  N17 1.511, H98 1.090, H103 1.090, H150 1.090
52 C -0.375 -4.437 -4.609  N14 1.402, C36 1.375, H78 1.080
53 C -3.893 -7.759 -9.176  N18 1.520, C68 1.523, H115 1.090, H149 1.090
54 C 4.800 -10.852 -2.750  N16 1.459, H85 1.090, H109 1.090, H137 1.090
55 C 0.379 -8.301 -0.472  N13 1.513, H77 1.090, H84 1.090, H136 1.090
56 C 1.620 -9.079 -3.896  O1 1.252, O6 1.251, C26 1.544
57 C -3.008 -10.140 -4.107  N9 1.364, C44 1.335, H121 1.080
58 C -0.610 -15.563 -2.465  N10 1.362, C47 1.421, H127 1.080
59 C -3.854 -7.967 -3.296  N9 1.430, C42 1.566, H89 1.090, H110 1.090
60 C 5.107 -5.752 -0.914  C62 1.540, H101 1.090, H145 1.090, H146 1.090
61 C 8.623 -6.615 -1.427  C48 1.509, H82 1.090, H118 1.090, H141 1.090
62 C 4.791 -6.640 0.303  O2 1.261, O3 1.291, C60 1.540
63 C -2.612 -9.818 -8.287  N18 1.383, N19 1.385, H76 1.080
64 C 0.292 -9.127 1.971  N13 1.378, C37 1.401, H154 1.080
65 C 1.586 -15.570 -2.274  N8 1.405, N10 1.368, H117 1.080
66 C 0.634 -13.739 -3.749  N10 1.492, H86 1.090, H92 1.090, H112 1.090
67 C 2.950 -7.616 -8.023  N20 1.418, C34 1.332, H139 1.080
68 C -3.370 -7.058 -10.423  C53 1.523, H74 1.090, H104 1.090, H113 1.090
69 H 1.621 -18.369 -0.522  C27 1.090
70 H 2.750 -10.413 -9.823  C21 1.080
71 H -0.434 -1.077 -4.620  C23 1.090
72 H 1.710 -4.839 0.307  C30 1.090
73 H 2.939 -17.329 -0.581  C27 1.090
74 H -3.288 -7.835 -11.183  C68 1.090
75 H -0.135 -8.777 -6.433  C29 1.080
76 H -3.276 -10.517 -8.774  C63 1.080
77 H -0.001 -7.361 -0.072  C55 1.090
78 H -1.058 -4.788 -5.368  C52 1.080
79 H 0.737 -16.487 1.270  C46 1.090
80 H 2.349 -7.981 -11.953  C40 1.090
81 H -0.885 -13.241 2.546  C41 1.090
82 H 8.136 -6.091 -2.250  C61 1.090
83 H 2.693 -3.899 -1.695  C24 1.090
84 H -0.200 -8.615 -1.340  C55 1.090
85 H 4.742 -10.700 -3.828  C54 1.090
86 H -0.356 -13.578 -4.177  C66 1.090
87 H 0.342 -6.626 -10.997  C32 1.090
88 H 6.591 -5.969 -4.624  C39 1.090
89 H -4.809 -7.488 -3.076  C59 1.090
90 H 2.405 -16.045 1.295  C46 1.090
91 H 2.336 -6.985 -3.813  C26 1.090
92 H 1.278 -14.050 -4.571  C66 1.090
93 H -0.627 -17.446 -1.076  C47 1.080
94 H -1.732 -2.208 -5.156  C23 1.090
95 H -6.152 -9.515 -3.409  C31 1.080
96 H 0.310 -5.606 -0.479  C30 1.090
97 H 7.169 -8.463 0.413  C28 1.080
98 H -6.094 -12.823 -3.386  C51 1.090
99 H 3.874 -10.772 -7.363  C22 1.090
100 H 1.195 -2.038 -2.949  C25 1.080
101 H 4.463 -4.873 -0.939  C60 1.090
102 H 0.503 -3.805 -0.317  C30 1.090
103 H -6.941 -11.950 -4.514  C51 1.090
104 H -2.332 -6.726 -10.434  C68 1.090
105 H -0.646 -8.063 -10.934  C32 1.090
106 H -0.346 -2.113 -6.196  C23 1.090
107 H 5.280 -7.192 -5.060  C39 1.090
108 H 5.124 -9.769 -7.317  C22 1.090
109 H 3.871 -10.676 -2.208  C54 1.090
110 H -3.477 -7.362 -4.120  C59 1.090
111 H -2.885 -6.841 -1.801  C42 1.090
112 H 0.833 -12.828 -3.183  C66 1.090
113 H -4.000 -6.245 -10.782  C68 1.090
114 H -3.126 -8.550 -1.299  C42 1.090
115 H -4.683 -8.505 -9.271  C53 1.090
116 H 0.046 -11.491 -7.438  C35 1.090
117 H 2.621 -15.264 -2.237  C65 1.080
118 H 9.568 -6.073 -1.413  C61 1.090
119 H -3.084 -12.034 -4.996  C44 1.080
120 H -1.546 -12.252 -7.200  C35 1.090
121 H -2.003 -9.748 -4.149  C57 1.080
122 H 9.257 -8.179 -2.832  C48 1.090
123 H 0.147 -12.801 3.944  C41 1.090
124 H 0.494 -14.287 2.895  C41 1.090
125 H 1.838 -6.344 -9.428  C34 1.080
126 H 0.484 -10.541 3.687  C37 1.080
127 H -1.584 -15.281 -2.838  C58 1.080
128 H 3.718 -9.558 -6.144  C22 1.090
129 H 1.071 -13.272 0.984  C33 1.090
130 H -1.604 -6.797 -7.832  C43 1.080
131 H 0.932 -11.276 -0.471  C38 1.080
132 H -1.864 -8.183 -2.510  C42 1.090
133 H -0.168 -7.597 -12.425  C32 1.090
134 H -0.675 -11.226 -5.983  C35 1.090
135 H 3.067 -8.033 -2.511  C26 1.090
136 H 1.381 -8.020 -0.798  C55 1.090
137 H 4.990 -11.913 -2.584  C54 1.090
138 H 5.002 -10.047 -0.183  C50 1.080
139 H 3.272 -6.977 -7.215  C67 1.080
140 H 2.397 -5.568 -1.982  C24 1.090
141 H 8.125 -6.343 -0.496  C61 1.090
142 H 0.560 -6.167 -3.499  C36 1.080
143 H 1.952 -17.656 1.861  C46 1.090
144 H 3.567 -8.153 -4.066  C26 1.090
145 H 6.121 -5.354 -0.867  C60 1.090
146 H 4.680 -6.230 -1.796  C60 1.090
147 H 7.276 -9.732 -3.673  C45 1.080
148 H 9.743 -8.448 -1.196  C48 1.090
149 H -4.398 -7.058 -8.511  C53 1.090
150 H -5.627 -13.052 -5.141  C51 1.090
151 H 1.382 -9.417 -11.592  C40 1.090
152 H 2.076 -12.855 2.352  C33 1.090
153 H 6.637 -7.608 -3.998  C39 1.090
154 H -0.035 -8.172 2.356  C64 1.080

Mulliken population analysis, charges in e, atoms 1 to 4: number 1, O, carries -0.678; number 2, O, carries -0.548; number 3, O, carries -0.766; number 4, O, carries -0.691